No. 1
{"formula": "C6H12O", "method": "ωB97M-V with the def2-TZVPD basis set", "orbital_gap_ev": 9.5, "homo_energy_ev": -8.41, "spin_multiplicity": 1, "lumo_ev": 1.041, "e_above_lowest_kj_mol": 505.28, "fmax_ha_per_bohr": 0.0507, "elements": ["C", "C", "O", "C", "C", "C", "C", "H", "H", "H", "H", "H", "H", "H", "H", "H", "H", "H", "H"], "positions_angstrom": [[-1.559, 1.500, 1.617], [-0.258, 1.295, 0.871], [0.082, -0.077, 0.962], [1.286, -0.353, 0.314], [1.469, -1.757, -0.193], [1.322, -0.628, -1.158], [-0.493, -0.776, -1.818], [-1.444, 1.204, 2.664], [-2.354, 0.891, 1.174], [-1.862, 2.551, 1.579], [0.547, 1.906, 1.307], [-0.355, 1.592, -0.187], [2.138, 0.149, 0.792], [0.586, -2.381, -0.079], [2.407, -2.291, -0.027], [0.918, -0.360, -2.132], [-0.859, -0.037, -2.563], [-0.573, -1.778, -2.246], [-0.997, -0.652, -0.876]]}

=====

No. 2
{"formula": "C3H4Cl2Si", "method": "ωB97M-V with the def2-TZVPD basis set", "orbital_gap_ev": 10.3, "homo_energy_ev": -9.60, "spin_multiplicity": 1, "lumo_ev": 0.691, "e_above_lowest_kj_mol": 96.51, "fmax_ha_per_bohr": 0.0746, "elements": ["Cl", "Si", "Cl", "C", "C", "C", "H", "H", "H", "H"], "positions_angstrom": [[-2.432, -1.377, -0.547], [-1.513, 0.406, -0.678], [-2.561, 1.701, 0.543], [0.290, 0.129, -0.019], [1.474, 0.561, 0.165], [1.205, -0.843, 0.647], [-1.576, 0.632, -2.055], [2.221, 1.473, 0.076], [1.559, -1.819, 0.157], [1.333, -0.862, 1.711]]}

=====

No. 3
{"formula": "C15H48FNNbO6", "method": "ωB97M-V with the def2-TZVPD basis set", "orbital_gap_ev": 6.6, "homo_energy_ev": -4.43, "spin_multiplicity": 1, "lumo_ev": 2.189, "fmax_ha_per_bohr": 0.0641, "charge": -1, "elements": ["C", "C", "F", "C", "Nb", "N", "H", "H", "H", "H", "H", "H", "H", "H", "H", "H", "H", "H", "C", "C", "O", "H", "H", "H", "H", "H", "H", "C", "C", "O", "H", "H", "H", "H", "H", "H", "C", "C", "O", "H", "H", "H", "H", "H", "H", "C", "C", "O", "H", "H", "H", "H", "H", "H", "C", "C", "O", "H", "H", "H", "H", "H", "H", "C", "C", "O", "H", "H", "H", "H", "H", "H"], "positions_angstrom": [[3.284, 0.253, -0.967], [3.004, 1.007, -2.396], [3.912, 2.215, -2.410], [1.483, 1.585, -2.592], [-0.186, 0.136, -2.031], [-1.068, 1.777, -0.871], [2.797, -0.837, -0.991], [2.703, 0.831, -0.118], [4.428, 0.136, -0.742], [3.389, 0.327, -3.282], [1.391, 2.599, -1.981], [1.334, 1.893, -3.736], [0.612, -0.389, -0.489], [-1.590, -0.981, -1.624], [-1.139, 0.730, -3.485], [0.532, -1.243, -2.972], [-0.203, 2.290, -0.524], [-1.451, 1.337, 0.014], [0.142, -4.611, 1.154], [0.114, -4.578, -0.360], [0.704, -3.376, -0.831], [-0.397, -3.753, 1.567], [-0.313, -5.530, 1.533], [1.171, -4.549, 1.523], [-0.917, -4.619, -0.725], [0.662, -5.427, -0.781], [1.621, -3.354, -0.509], [1.338, -6.193, -3.727], [0.353, -7.340, -3.635], [-0.959, -6.877, -3.918], [1.070, -5.398, -3.024], [2.354, -6.532, -3.507], [1.323, -5.750, -4.729], [0.354, -7.765, -2.627], [0.606, -8.133, -4.344], [-0.952, -6.509, -4.819], [-2.934, 5.377, 1.308], [-1.534, 5.840, 0.961], [-0.723, 4.723, 0.626], [-2.910, 4.676, 2.149], [-3.570, 6.226, 1.574], [-3.387, 4.847, 0.464], [-1.076, 6.349, 1.815], [-1.547, 6.531, 0.113], [-1.133, 4.283, -0.138], [-0.873, 3.426, 5.569], [-1.338, 4.669, 4.840], [-2.752, 4.655, 4.710], [-1.182, 2.525, 5.029], [0.216, 3.420, 5.674], [-1.323, 3.370, 6.566], [-0.904, 4.710, 3.837], [-1.045, 5.574, 5.381], [-3.129, 4.627, 5.607], [4.043, 4.555, 7.259], [3.214, 4.293, 6.018], [1.968, 4.967, 6.115], [3.512, 4.217, 8.155], [5.005, 4.038, 7.202], [4.225, 5.627, 7.383], [3.015, 3.222, 5.910], [3.732, 4.640, 5.119], [2.156, 5.918, 6.203], [-4.313, -4.571, -5.510], [-2.913, -4.108, -5.857], [-2.103, -5.225, -6.193], [-4.290, -5.272, -4.670], [-4.950, -3.722, -5.244], [-4.766, -5.101, -6.354], [-2.456, -3.599, -5.003], [-2.927, -3.417, -6.705], [-2.513, -5.666, -6.957]]}

=====

No. 4
{"formula": "C46H45As2BaN5O13", "method": "ωB97M-V with the def2-TZVPD basis set", "orbital_gap_ev": 6.9, "homo_energy_ev": -7.11, "spin_multiplicity": 1, "lumo_ev": -0.227, "fmax_ha_per_bohr": 0.1238, "elements": ["Ba", "O", "C", "C", "C", "C", "C", "C", "C", "O", "N", "O", "O", "H", "H", "H", "H", "C", "C", "C", "C", "C", "C", "N", "C", "C", "C", "C", "C", "C", "H", "H", "H", "H", "H", "H", "H", "H", "H", "H", "C", "C", "C", "C", "C", "N", "C", "O", "N", "C", "C", "C", "C", "N", "C", "C", "C", "H", "H", "H", "H", "H", "H", "H", "H", "H", "H", "H", "H", "H", "C", "O", "C", "O", "C", "C", "As", "C", "C", "C", "As", "C", "C", "O", "O", "C", "C", "O", "O", "C", "C", "O", "O", "C", "H", "H", "H", "H", "H", "H", "H", "H", "H", "H", "H", "H", "H", "H", "H", "H", "H", "H"], "positions_angstrom": [[-0.361, -1.219, -0.009], [-0.710, -1.292, 2.245], [-1.375, -2.064, 2.937], [-1.880, -3.351, 2.540], [-2.568, -4.112, 3.489], [-3.036, -5.364, 3.184], [-2.845, -5.901, 1.893], [-2.180, -5.183, 0.947], [-1.643, -3.884, 1.218], [-0.985, -3.244, 0.339], [-3.722, -6.143, 4.189], [-3.829, -5.673, 5.310], [-4.162, -7.235, 3.865], [-1.609, -1.774, 3.977], [-2.736, -3.716, 4.483], [-3.233, -6.887, 1.682], [-2.019, -5.576, -0.049], [2.111, 0.013, -4.756], [2.127, -0.934, -3.745], [0.939, -1.333, -3.149], [-0.265, -0.751, -3.519], [-0.284, 0.171, -4.564], [0.901, 0.540, -5.184], [-1.437, -1.094, -2.743], [-2.111, -2.278, -3.207], [-2.062, -2.688, -4.538], [-2.732, -3.833, -4.945], [-3.456, -4.587, -4.036], [-3.499, -4.190, -2.706], [-2.832, -3.050, -2.295], [3.036, 0.325, -5.225], [3.066, -1.361, -3.414], [0.938, -2.098, -2.380], [-1.217, 0.603, -4.892], [0.872, 1.251, -6.000], [-1.503, -2.109, -5.259], [-2.685, -4.130, -5.985], [-3.981, -5.478, -4.354], [-4.041, -4.787, -1.983], [-2.858, -2.752, -1.255], [9.386, 2.186, 6.247], [8.172, 2.282, 5.364], [7.964, 3.384, 4.541], [6.838, 3.482, 3.742], [5.877, 2.477, 3.751], [4.722, 2.641, 2.952], [3.941, 1.713, 2.304], [2.837, 2.008, 1.887], [4.538, 0.480, 2.139], [3.992, -0.668, 1.556], [4.803, -1.790, 1.405], [4.267, -2.945, 0.865], [2.938, -2.952, 0.481], [2.155, -1.882, 0.606], [2.664, -0.772, 1.130], [6.062, 1.378, 4.588], [7.202, 1.285, 5.371], [10.146, 2.905, 5.945], [9.818, 1.186, 6.213], [9.118, 2.396, 7.284], [8.700, 4.179, 4.522], [6.697, 4.347, 3.104], [4.348, 3.574, 2.892], [5.504, 0.418, 2.414], [5.842, -1.758, 1.714], [4.875, -3.831, 0.747], [2.483, -3.839, 0.056], [1.996, 0.073, 1.207], [5.299, 0.614, 4.662], [7.328, 0.427, 6.021], [-0.963, 2.495, 1.718], [-2.246, 2.171, 2.271], [-3.314, 2.037, 1.471], [-4.407, 1.903, 1.960], [-3.070, 1.928, -0.008], [-3.107, 2.984, -0.815], [-2.737, 2.929, -2.756], [-1.538, 4.490, -2.863], [-1.578, 1.406, -2.445], [-2.326, 0.097, -2.384], [-2.837, 0.006, -0.407], [-4.716, -0.469, -0.077], [-3.515, 0.063, -3.355], [-3.510, 0.518, -4.468], [-4.549, -0.629, -2.876], [-5.615, -0.877, -3.796], [-0.411, 1.483, -1.731], [0.105, 0.522, -1.054], [0.256, 2.669, -1.767], [1.616, 2.627, -1.342], [-3.439, 4.320, -0.271], [-3.086, 4.773, 0.790], [-4.194, 5.005, -1.153], [-4.596, 6.318, -0.757], [-0.993, 3.479, 1.254], [-0.634, 1.753, 0.990], [-0.270, 2.499, 2.555], [-2.130, 5.338, -3.206], [-0.771, 4.274, -3.605], [-1.055, 4.731, -1.920], [-5.396, 0.197, -0.601], [-4.876, -0.366, 0.993], [-4.895, -1.499, -0.378], [-6.408, -1.349, -3.224], [-5.274, -1.542, -4.590], [-5.959, 0.058, -4.235], [2.030, 3.604, -1.584], [2.163, 1.848, -1.879], [1.701, 2.442, -0.272], [-4.865, 6.847, -1.667], [-3.782, 6.826, -0.244], [-5.456, 6.261, -0.091]]}

=====

No. 5
{"formula": "C6H15N", "method": "ωB97M-V with the def2-TZVPD basis set", "orbital_gap_ev": 9.7, "homo_energy_ev": -8.69, "spin_multiplicity": 1, "lumo_ev": 1.006, "e_above_lowest_kj_mol": 62.47, "fmax_ha_per_bohr": 0.0687, "elements": ["C", "C", "C", "C", "C", "C", "N", "H", "H", "H", "H", "H", "H", "H", "H", "H", "H", "H", "H", "H", "H", "H"], "positions_angstrom": [[2.125, 0.746, 0.948], [1.082, 1.480, 0.130], [-0.463, 0.907, 0.244], [-0.620, -0.532, -0.184], [-0.072, -0.853, -1.571], [-2.306, -0.679, -0.206], [-0.134, -1.476, 0.783], [3.041, 1.343, 1.028], [1.779, 0.559, 1.968], [2.417, -0.197, 0.476], [1.023, 2.519, 0.476], [1.390, 1.531, -0.919], [-1.050, 1.575, -0.392], [-0.765, 1.054, 1.285], [-0.366, -0.089, -2.297], [-0.458, -1.816, -1.925], [1.020, -0.910, -1.576], [-2.574, -1.741, -0.173], [-2.700, -0.276, -1.145], [-2.834, -0.212, 0.630], [0.849, -1.704, 0.685], [-0.383, -1.228, 1.736]]}

=====

No. 6
{"formula": "CH14NO5", "method": "ωB97M-V with the def2-TZVPD basis set", "orbital_gap_ev": 9.9, "homo_energy_ev": -13.50, "spin_multiplicity": 1, "lumo_ev": -3.627, "e_above_lowest_kj_mol": 69.84, "fmax_ha_per_bohr": 0.0212, "charge": 1, "elements": ["C", "N", "H", "H", "H", "H", "H", "H", "O", "H", "H", "O", "H", "H", "O", "H", "H", "O", "H", "H", "O"], "positions_angstrom": [[1.637, 1.251, 1.801], [0.882, 0.606, 1.005], [1.157, 1.907, 2.521], [2.716, 1.223, 1.721], [1.314, -0.087, 0.341], [-0.155, 0.657, 0.962], [-1.355, 1.769, 2.461], [-0.997, 1.661, 3.991], [-0.686, 1.490, 3.098], [-5.009, 0.267, -5.211], [-4.606, 0.036, -3.719], [-4.879, 0.699, -4.351], [2.945, -1.468, -0.825], [3.146, 0.047, -0.786], [2.753, -0.672, -0.272], [-2.292, 0.542, 0.167], [-2.390, -0.228, 1.506], [-1.771, 0.082, 0.837], [2.046, -2.973, -2.283], [3.138, -3.708, -1.575], [2.405, -3.100, -1.388]]}